(1)
A cluster of 12 separate species, C46H120N4O16 in total, computed with wB97M-V/def2-TZVPD.

The geometry in XYZ format:
```
186
Properties=species:S:1:pos:R:3:lowdin_charge:R:1
C -5.01 -1.11 0.90 -0.17
O -4.78 -2.37 1.48 -0.13
H -4.19 -0.44 1.15 0.06
H -5.17 -1.23 -0.17 0.06
H -5.96 -0.79 1.32 0.08
H -3.98 -2.74 1.09 0.01
C 1.23 -2.41 1.96 -0.09
O 2.04 -2.10 3.10 -0.18
C 1.29 -1.54 4.16 -0.22
C 2.17 -1.46 5.42 -0.18
N 2.74 -2.80 5.81 -0.02
C 3.53 -2.57 7.04 -0.23
C 4.49 -3.66 7.38 -0.23
O 5.49 -3.65 6.38 -0.18
C 6.29 -4.80 6.36 -0.12
H 1.85 -2.68 1.11 0.06
H 0.80 -1.48 1.59 0.06
H 0.43 -3.15 2.01 0.10
H 0.40 -2.10 4.46 0.11
H 1.00 -0.54 3.85 0.09
H 1.54 -1.07 6.22 0.09
H 2.96 -0.73 5.24 0.11
H 3.42 -2.95 5.07 0.09
H 2.91 -2.28 7.88 0.11
H 4.09 -1.66 6.84 0.11
H 3.93 -4.60 7.40 0.12
H 4.91 -3.49 8.37 0.12
H 6.90 -4.81 7.26 0.08
H 7.03 -4.71 5.57 0.08
H 5.80 -5.76 6.17 0.09
C -1.95 -0.21 3.37 -0.12
O -1.53 -0.66 4.62 -0.21
C -2.66 -1.07 5.38 -0.18
C -2.25 -1.73 6.77 -0.20
N -1.55 -0.76 7.57 -0.08
C -0.77 -1.38 8.62 -0.19
C 0.20 -0.40 9.34 -0.20
O 1.28 -0.08 8.48 -0.22
C 2.36 0.54 9.18 -0.10
H -2.58 0.68 3.34 0.06
H -2.39 -1.04 2.81 0.10
H -1.09 0.23 2.88 0.07
H -3.17 -1.92 4.94 0.12
H -3.28 -0.18 5.53 0.12
H -1.72 -2.67 6.60 0.11
H -3.22 -2.03 7.17 0.11
H -0.88 -0.34 6.95 0.09
H -0.23 -2.04 7.93 0.10
H -1.36 -2.01 9.28 0.12
H 0.59 -0.95 10.19 0.11
H -0.34 0.49 9.68 0.12
H 3.23 0.86 8.62 0.09
H 2.72 -0.15 9.94 0.08
H 1.99 1.40 9.74 0.08
C 3.58 -2.27 -11.97 -0.11
O 2.48 -2.77 -11.22 -0.21
C 2.71 -4.13 -10.76 -0.19
C 1.29 -4.64 -10.24 -0.19
N 1.07 -4.27 -8.82 -0.05
C -0.33 -4.64 -8.57 -0.21
C -0.69 -4.50 -7.02 -0.23
O -0.57 -3.21 -6.55 -0.18
C -0.91 -2.97 -5.18 -0.09
H 3.86 -3.05 -12.68 0.08
H 4.43 -1.91 -11.39 0.08
H 3.25 -1.43 -12.57 0.08
H 3.51 -4.22 -10.01 0.12
H 3.00 -4.78 -11.58 0.10
H 1.38 -5.72 -10.31 0.11
H 0.49 -4.30 -10.90 0.11
H 1.11 -3.28 -8.63 0.11
H -0.57 -5.68 -8.81 0.11
H -1.01 -4.08 -9.20 0.11
H -0.04 -5.20 -6.49 0.12
H -1.72 -4.83 -6.90 0.11
H -1.97 -3.09 -4.98 0.08
H -0.74 -1.93 -4.91 0.06
H -0.36 -3.54 -4.43 0.07
C 2.26 8.65 3.21 -0.10
O 1.70 7.57 2.43 -0.18
C 0.56 7.02 3.12 -0.22
C -0.21 5.89 2.41 -0.16
N 0.59 4.65 2.17 -0.05
C 0.76 3.86 3.40 -0.20
C 1.24 2.47 3.09 -0.21
O 2.56 2.60 2.52 -0.18
C 2.97 1.28 2.05 -0.07
H 2.77 8.30 4.11 0.08
H 1.46 9.35 3.46 0.08
H 3.08 9.18 2.71 0.08
H -0.10 7.78 3.55 0.12
H 0.93 6.62 4.06 0.11
H -0.55 6.30 1.45 0.12
H -1.04 5.65 3.07 0.10
H 1.51 5.05 2.04 0.08
H -0.16 3.87 3.99 0.12
H 1.53 4.30 4.03 0.12
H 0.56 2.03 2.35 0.10
H 1.25 1.84 3.98 0.12
H 3.33 0.72 2.92 0.08
H 3.84 1.39 1.41 0.08
H 2.23 0.77 1.45 0.07
C -3.36 -3.85 -1.85 -0.03
C -2.84 -4.31 -0.49 -0.49
C -1.73 -5.32 -0.48 -0.04
O -2.43 -3.19 0.28 -0.07
H -2.67 -3.18 -2.36 0.07
H -4.33 -3.40 -1.67 0.08
H -3.52 -4.69 -2.52 0.08
H -3.71 -4.80 -0.05 0.14
H -0.76 -4.97 -0.81 0.06
H -2.07 -6.10 -1.16 0.08
H -1.61 -5.69 0.55 0.09
H -1.81 -2.64 -0.20 0.05
C 0.01 4.24 -6.32 -0.04
C 0.55 2.97 -7.00 -0.50
C -0.21 1.75 -6.47 -0.06
O 0.23 3.19 -8.32 -0.04
H 0.16 4.23 -5.24 0.05
H -1.06 4.40 -6.47 0.08
H 0.55 5.11 -6.70 0.08
H 1.61 2.77 -6.87 0.13
H -0.09 1.55 -5.40 0.06
H 0.11 0.84 -6.98 0.08
H -1.29 1.83 -6.62 0.07
H 0.28 2.34 -8.76 0.09
C -3.46 3.34 2.62 -0.05
C -4.77 4.13 2.66 -0.49
C -4.73 5.31 3.63 -0.05
O -5.05 4.64 1.38 -0.05
H -3.48 2.74 1.71 0.08
H -3.32 2.71 3.50 0.07
H -2.59 4.00 2.56 0.06
H -5.56 3.40 2.83 0.14
H -4.14 5.05 4.51 0.08
H -5.72 5.61 3.99 0.07
H -4.46 6.26 3.19 0.08
H -4.17 4.93 1.10 0.08
C 1.18 3.79 -2.58 -0.07
C 1.36 3.83 -1.07 -0.47
C 2.52 4.77 -0.69 -0.04
O 0.12 4.38 -0.63 -0.08
H 1.99 3.32 -3.13 0.08
H 0.98 4.80 -2.94 0.08
H 0.28 3.24 -2.85 0.06
H 1.40 2.84 -0.62 0.12
H 2.48 5.80 -1.05 0.09
H 3.47 4.37 -1.06 0.07
H 2.72 4.78 0.39 0.05
H 0.16 4.35 0.33 0.02
C 3.95 -3.25 -1.46 -0.04
C 2.77 -2.44 -2.01 -0.47
C 1.61 -3.37 -2.33 -0.06
O 2.32 -1.49 -1.06 -0.07
H 4.74 -2.61 -1.06 0.08
H 4.25 -3.95 -2.24 0.09
H 3.65 -3.77 -0.55 0.08
H 2.96 -1.94 -2.97 0.14
H 1.92 -4.12 -3.05 0.09
H 0.77 -2.79 -2.71 0.05
H 1.21 -3.92 -1.48 0.07
H 3.08 -0.92 -0.95 0.10
C -3.56 2.13 -3.21 -0.03
C -4.42 0.95 -3.77 -0.49
C -3.57 0.02 -4.65 -0.04
O -4.94 0.21 -2.70 -0.05
H -2.96 2.65 -3.97 0.08
H -2.92 1.68 -2.45 0.05
H -4.27 2.84 -2.79 0.08
H -5.20 1.38 -4.39 0.13
H -3.20 0.57 -5.52 0.07
H -4.16 -0.80 -5.07 0.08
H -2.74 -0.30 -4.03 0.05
H -5.50 0.78 -2.18 0.09
C -0.95 0.99 -0.29 -0.02
C -1.18 -0.21 -1.21 -0.46
C -0.49 -0.07 -2.51 -0.06
O -0.58 -1.34 -0.60 -0.07
H -1.65 0.77 0.52 0.07
H -1.25 1.94 -0.74 0.07
H 0.05 1.13 0.12 0.07
H -2.23 -0.41 -1.37 0.14
H -0.80 0.80 -3.08 0.06
H -0.79 -0.96 -3.06 0.05
H 0.60 0.04 -2.50 0.09
H 0.37 -1.28 -0.71 0.04
```

Computed properties:
F_max (eV Å⁻¹): 3.133
Energy above the lowest of the compared OMol25 structures with the same formula, charge and spin (eV): 0.000
HOMO-LUMO gap (eV): 9.03
Total charge: 0
E_tot (Eh): -3247.17598
E_LUMO (eV): 0.388
Structure (SMILES): COCCNCCOC.COCCNCCOC.COCCNCCOC.COCCNCCOC.CC(C)O.CC(C)O.CC(C)O.CC(C)O.CC(C)O.CC(C)O.CC(C)O.CO

=====

(2)
A cluster of 2 separate species, CHBrClFN5O2 in total, computed with wB97M-V/def2-TZVPD.

The geometry in XYZ format:
```
12
Properties=species:S:1:pos:R:3:lowdin_charge:R:1
C 1.84 0.12 0.00 -0.22
N 2.59 0.06 1.05 0.13
N 1.27 1.41 -0.02 0.00
N 1.69 2.02 1.05 0.17
N 1.39 -0.77 -0.98 -0.09
N 2.41 1.17 1.73 0.08
O 0.46 -0.56 -1.72 0.28
O 1.95 -2.07 -1.04 -0.49
F 0.44 1.97 -0.91 0.17
Cl -7.87 -0.42 0.21 0.18
Br 2.90 -3.06 0.17 0.98
H -9.07 0.15 0.46 -0.18
```

Computed properties:
F_max (eV Å⁻¹): 3.701
Energy above the lowest of the compared OMol25 structures with the same formula, charge and spin (eV): 0.549
HOMO-LUMO gap (alpha / beta) (eV): 4.71 / 4.71
Total charge: +1
E_tot (Eh): -3596.36525
E_LUMO (alpha / beta) (eV): -8.532 / -8.533

=====

(3)
A structure of composition CH4ClP, computed with wB97M-V/def2-TZVPD.

The geometry in XYZ format:
```
7
Properties=species:S:1:pos:R:3:lowdin_charge:R:1
C 0.65 -0.23 -0.28 -0.51
P -0.56 1.16 -0.18 0.72
Cl -2.67 -0.42 0.15 -0.24
H 0.47 -1.10 -1.02 0.06
H 0.81 -0.75 0.67 0.02
H 1.60 0.23 -0.63 0.03
H -0.30 1.11 1.29 -0.08
```

Computed properties:
F_max (eV Å⁻¹): 3.754
Energy above the lowest of the compared OMol25 structures with the same formula, charge and spin (eV): 0.814
HOMO-LUMO gap (eV): 8.72
Total charge: 0
E_tot (Eh): -841.99539
E_LUMO (eV): -1.464

=====

(4)
A structure of composition C3H5O4V, computed with wB97M-V/def2-TZVPD.

The geometry in XYZ format:
```
13
Properties=species:S:1:pos:R:3:lowdin_charge:R:1
O 1.44 -0.82 1.98 0.17
C 0.41 -0.91 1.36 -0.60
O 0.05 0.03 0.50 -0.10
O 0.04 -2.06 0.79 0.14
H -0.48 -2.59 1.41 0.16
C -0.92 0.93 -1.65 -0.32
O 0.37 1.05 -2.06 -0.28
C -1.15 -0.11 -0.58 -0.04
H -1.64 0.77 -2.46 0.15
H -1.33 1.69 -0.83 0.17
H -1.12 -1.10 -1.05 0.13
H -2.09 -0.10 -0.02 0.14
V 1.65 0.50 -0.86 1.27
```

Computed properties:
F_max (eV Å⁻¹): 5.212
Spin multiplicity: 4
Energy above the lowest of the compared OMol25 structures with the same formula, charge and spin (eV): 2.597
HOMO-LUMO gap (alpha / beta) (eV): 8.86 / 9.13
Total charge: +1
E_tot (Eh): -1361.90611
E_LUMO (alpha / beta) (eV): -5.291 / -5.406